Formula: C17H28HfN4PS3
Source: OMol25
Level of theory: wB97M-V/def2-TZVPD

The energy relative to the best compared isomer or geometry (same formula, charge and spin) is 0.1578 eV. The value obtained for the HOMO-LUMO gap is 6.62 eV. The value obtained for the lowest unoccupied orbital energy is -0.1451 Eh. For the HOMO energy, the calculation gives -0.3882 Ha. The spin multiplicity is 1. The charge is +1.

```
54
C17H28HfN4PS3, DFT wB97M-V/def2-TZVPD
Hf 0.578 -0.163 0.570
S 1.786 0.558 2.561
S 1.842 -2.088 -0.610
S -0.605 1.986 0.579
P 2.353 1.241 -1.095
N -0.894 -1.202 -0.633
N -1.197 -0.906 1.911
N -0.494 -1.431 -1.927
N 1.277 -2.060 -3.206
C -1.491 3.167 2.917
C -2.498 -0.938 3.905
C 2.108 3.037 -1.226
C -3.542 -1.319 1.789
C 0.603 1.992 4.596
C -1.292 -0.799 3.234
C -3.199 -1.820 -1.168
C -2.104 -1.382 -0.263
C -2.312 -1.176 1.191
C 2.844 0.785 -2.786
C 0.519 -1.967 -4.455
C 0.768 -1.819 -1.995
C -0.054 -3.311 -4.881
C 0.521 1.704 3.115
C -0.439 2.243 2.337
C 3.957 1.136 -0.221
C -3.638 -1.187 3.171
H 1.990 0.813 -3.463
H 1.855 3.438 -0.247
H 1.640 1.988 4.928
H 0.074 1.231 5.180
H -0.368 -0.611 3.761
H -0.618 -3.200 -5.808
H 4.200 0.101 0.016
H 3.600 1.491 -3.128
H 3.263 -0.219 -2.784
H -2.247 3.406 2.173
H -4.417 -1.530 1.191
H 0.739 -4.041 -5.054
H -3.698 -2.704 -0.769
H -0.275 -1.242 -4.299
H 3.902 1.702 0.707
H -2.798 -2.043 -2.151
H 0.168 2.960 4.841
H 2.172 -2.520 -3.225
H -3.944 -1.026 -1.262
H 1.285 3.259 -1.906
H 1.192 -1.571 -5.215
H -2.527 -0.853 4.983
H 3.021 3.507 -1.594
H -0.723 -3.703 -4.114
H -4.597 -1.294 3.661
H 4.743 1.549 -0.854
H -1.990 2.720 3.778
H -1.040 4.106 3.245
```

---

Formula: C17H28IrNO2P2
Source: OMol25
Level of theory: wB97M-V/def2-TZVPD

The energy relative to the best compared isomer or geometry (same formula, charge and spin) is 0.5498 eV. The value obtained for the HOMO-LUMO gap (spin up / spin down) is 4.70 / 4.77 eV. The value obtained for the lowest unoccupied orbital energy (spin up / spin down) is -0.2177 / -0.3678 Eh. For the HOMO energy (spin up / spin down), the calculation gives -0.3903 / -0.5429 Ha. The spin multiplicity is 5. Its expectation value of S² is 6.0448. The charge is +2.

```
51
C17H28IrNO2P2, DFT wB97M-V/def2-TZVPD
Ir -0.126 0.378 -0.064
P 0.359 1.006 2.007
P 0.037 -0.437 -2.164
O 0.704 -2.818 0.171
O -0.885 -2.537 2.210
N 1.995 0.565 -0.266
C -2.080 0.312 -0.234
C 4.047 1.534 0.376
C 4.682 0.903 -0.692
C -2.727 1.471 -0.687
C 0.868 -0.331 3.121
C 2.587 -0.150 -1.236
C -0.951 -1.834 -2.709
C -4.838 0.404 -0.099
C 0.059 0.807 -3.460
C 1.726 -1.128 -1.975
C -0.830 2.087 2.790
C 3.939 0.039 -1.499
C -4.167 -0.748 0.317
C 1.943 1.933 1.769
C -2.775 -0.834 0.179
C -4.125 1.491 -0.626
C 2.677 1.354 0.583
H -5.926 0.450 -0.011
H 1.701 2.997 1.623
H 2.524 1.861 2.701
H 2.146 -1.396 -2.958
H -1.997 -1.504 -2.660
H 5.749 1.070 -0.890
H -4.731 -1.579 0.750
H -2.209 -1.744 0.349
H 1.489 0.109 3.909
H -2.097 2.289 -1.039
H -1.456 -1.751 2.038
H 4.385 -0.551 -2.299
H -1.768 1.530 2.886
H 4.567 2.205 1.057
H 1.446 -1.066 2.548
H -0.686 -2.073 -3.748
H 0.590 1.692 -3.090
H -0.990 1.063 -3.656
H -1.383 -3.105 2.806
H 0.098 -2.888 0.992
H -0.781 -2.685 -2.036
H -0.993 2.963 2.154
H 1.553 -2.038 -1.345
H 0.542 0.407 -4.359
H -0.467 2.382 3.779
H -0.001 -0.848 3.541
H 1.251 -3.621 0.120
H -4.675 2.364 -0.973
```

---

Formula: C17H28N2OS
Source: OMol25
Level of theory: wB97M-V/def2-TZVPD

The energy relative to the best compared isomer or geometry (same formula, charge and spin) is 3.4348 eV. The value obtained for the HOMO-LUMO gap is 9.24 eV. The value obtained for the lowest unoccupied orbital energy is 0.0301 Eh. For the HOMO energy, the calculation gives -0.3093 Ha. The spin multiplicity is 1. Its SMILES is CC(C)=CCN1CCN(Cc2ccc(C)s2)C[C@H]1CCO. The charge is 0.

```
49
C17H28N2OS, DFT wB97M-V/def2-TZVPD
S -2.040 3.129 -2.224
O 1.319 -2.666 -1.110
N 1.404 -1.096 1.288
N 0.432 1.429 0.295
C 1.707 -3.484 1.996
C 2.709 -3.987 1.284
C 2.766 -5.442 0.935
C 1.959 0.193 1.684
C -4.765 3.784 -2.242
C -0.099 0.172 -0.194
C -0.083 -2.669 -1.015
C -3.444 3.307 -0.094
C -0.617 -2.223 0.349
C 0.006 -0.921 0.875
C -3.563 3.432 -1.441
C 1.551 -2.044 2.405
C 0.195 2.516 -0.638
C -1.259 2.847 -0.701
C 3.841 -3.176 0.736
C 1.836 1.233 0.581
C -2.136 2.976 0.328
H 2.693 -5.557 -0.146
H 3.017 0.054 1.925
H 1.444 0.582 2.579
H 0.564 2.281 -1.654
H 0.944 -4.159 2.363
H 0.699 -1.949 3.096
H -0.422 -3.693 -1.216
H -4.609 4.717 -2.782
H 1.657 -2.106 -0.389
H 0.750 3.389 -0.275
H 3.713 -5.875 1.253
H -1.153 0.310 -0.446
H 2.392 0.895 -0.312
H 2.269 2.174 0.927
H -4.268 3.450 0.583
H 1.954 -5.996 1.399
H 2.447 -1.752 2.961
H -1.695 -2.078 0.261
H -1.852 2.832 1.354
H -5.625 3.899 -1.587
H 0.445 -0.138 -1.101
H -0.590 -0.586 1.748
H 4.792 -3.615 1.037
H 3.799 -3.186 -0.352
H -4.982 3.008 -2.976
H -0.502 -2.027 -1.806
H 3.803 -2.146 1.073
H -0.444 -3.017 1.073
```

---

Formula: C17H28N4O4
Source: OMol25
Level of theory: wB97M-V/def2-TZVPD

The energy relative to the best compared isomer or geometry (same formula, charge and spin) is 2.3436 eV. The value obtained for the HOMO-LUMO gap is 9.95 eV. The value obtained for the lowest unoccupied orbital energy is 0.0214 Eh. For the HOMO energy, the calculation gives -0.3443 Ha. The spin multiplicity is 1. Its SMILES is CNC(=O)[C@H](CC(C)C)NC(C)=O.NC(=O)NOCc1ccccc1. The charge is 0.

```
53
C17H28N4O4, DFT wB97M-V/def2-TZVPD
O -1.379 5.090 7.144
O -0.544 5.337 3.697
O 2.147 -0.993 -0.871
O 0.593 -2.791 -5.160
N 0.290 -1.036 -3.752
N -1.047 4.840 4.937
N 2.856 -2.471 -2.320
N 0.146 6.425 6.254
C -0.970 -2.571 0.269
C 0.444 -0.639 -6.125
C -0.771 5.424 6.147
C -1.634 0.790 1.836
C -0.337 3.152 2.638
C -1.603 3.203 2.033
C -0.363 -3.491 -0.793
C 1.877 -1.697 -1.836
C 0.276 1.903 2.826
C -0.369 0.728 2.426
C 0.364 4.420 3.068
C 0.437 -1.623 -2.406
C -1.112 -4.823 -0.767
C -2.251 2.029 1.638
C -0.439 -2.880 -2.207
C 0.461 -1.594 -4.954
C 2.844 -3.464 -3.391
H 3.728 -2.355 -1.828
H 1.928 -4.052 -3.372
H -0.941 -3.065 1.240
H -0.135 -3.645 -2.916
H -2.163 -4.668 -1.012
H -1.033 -5.270 0.223
H 0.358 6.911 5.389
H -2.089 4.161 1.873
H 3.687 -4.145 -3.269
H 0.151 -0.039 -3.765
H 2.939 -2.971 -4.359
H -1.845 4.209 4.932
H 1.181 4.184 3.758
H 0.484 -1.213 -7.051
H -0.389 -1.652 0.337
H -1.476 -2.626 -2.431
H -3.234 2.078 1.179
H -0.671 -5.505 -1.494
H 1.259 1.836 3.283
H 0.115 -0.234 2.572
H 0.803 4.898 2.188
H 0.676 -3.692 -0.535
H -2.138 -0.123 1.531
H -0.471 -0.050 -6.103
H -2.003 -2.334 0.014
H 0.085 6.958 7.115
H -0.032 -0.880 -1.761
H 1.312 0.015 -6.065
```

---

Formula: C17H28NOSSi
Source: OMol25
Level of theory: wB97M-V/def2-TZVPD

The value obtained for the HOMO-LUMO gap is 4.80 eV. The value obtained for the lowest unoccupied orbital energy is -0.1892 Eh. For the HOMO energy, the calculation gives -0.3655 Ha. The spin multiplicity is 1. The charge is +1.

```
49
C17H28NOSSi, DFT wB97M-V/def2-TZVPD
S -7.575 0.041 0.138
Si 3.797 0.421 0.600
O -10.302 -2.184 0.453
N -8.602 -0.553 1.452
C 1.479 2.307 0.623
C -4.854 0.767 0.028
C 0.008 2.450 -0.097
C 2.345 1.323 -0.325
C 5.472 1.367 0.297
C 4.053 -3.929 -1.915
C -3.378 0.234 -0.463
C 3.518 0.244 2.487
C -1.055 1.338 0.428
C -9.522 -1.281 0.806
C -2.386 1.510 -0.511
C -5.804 -0.516 0.385
C 4.046 -4.026 -0.346
C 3.935 -1.316 -0.274
C 3.966 -1.244 -1.875
C 3.981 -2.688 0.517
C 4.028 -2.566 -2.726
H 5.844 1.144 -0.777
H -5.333 1.247 -0.920
H -3.540 -0.188 -1.527
H 2.713 1.799 -1.306
H -3.023 -0.626 0.218
H 1.961 3.363 0.524
H -4.770 1.527 0.885
H 3.926 -0.217 -2.406
H 4.567 0.033 2.954
H -7.965 -0.543 -1.075
H 3.959 -2.704 1.671
H -2.123 1.694 -1.621
H 1.390 1.956 1.718
H -0.626 0.261 0.294
H -0.395 3.526 -0.088
H -5.508 -1.350 -0.373
H 4.048 -5.058 0.178
H -1.290 1.555 1.530
H -2.934 2.451 -0.094
H 1.620 0.462 -0.642
H 6.240 0.995 1.092
H 4.066 -4.901 -2.537
H 4.022 -2.477 -3.867
H 3.139 1.200 3.014
H 2.880 -0.691 2.766
H 0.197 2.189 -1.219
H 5.354 2.504 0.462
H -5.571 -0.851 1.463
```

---

Formula: C17H28O8S
Source: OMol25
Level of theory: wB97M-V/def2-TZVPD

The energy relative to the best compared isomer or geometry (same formula, charge and spin) is 10.5162 eV. The value obtained for the HOMO-LUMO gap is 6.83 eV. The value obtained for the lowest unoccupied orbital energy is -0.0404 Eh. For the HOMO energy, the calculation gives -0.2913 Ha. The spin multiplicity is 1. The charge is 0.

```
54
C17H28O8S, DFT wB97M-V/def2-TZVPD
S -0.423 -0.608 -1.008
O -0.989 4.433 -4.970
O -0.831 -1.235 -2.334
O 0.973 0.261 -1.351
O -3.142 -2.409 0.356
O -5.201 -3.173 -0.403
O 2.688 -1.096 -0.282
O -1.225 3.993 -2.673
O -0.151 -1.915 0.000
C -5.270 -0.789 0.099
C -0.759 2.828 -1.926
C -1.407 -1.999 2.137
C 0.196 -0.007 1.725
C 4.507 -2.345 -1.582
C -2.713 -1.458 1.398
C 1.103 -2.530 2.031
C 3.233 -1.358 -1.618
C -4.506 -2.206 0.017
C -1.207 3.604 -4.044
C -0.481 3.118 -0.371
C 1.986 0.185 -0.320
C 1.108 3.092 0.009
C -0.015 -1.558 1.402
C 2.128 -2.141 2.975
C 1.417 2.252 1.336
C 1.541 0.659 1.140
H -4.561 0.102 0.188
H 4.436 -3.129 -0.753
H -1.413 -3.153 2.209
H -1.574 2.013 -1.978
H -2.610 -0.390 0.978
H 2.390 0.322 1.851
H -3.563 -1.406 2.170
H 2.060 -2.192 4.110
H 2.386 -1.790 -2.276
H 0.563 2.418 2.100
H 2.807 0.935 -0.651
H 3.087 -1.674 2.525
H 0.303 0.058 2.878
H 3.590 -0.396 -2.135
H 5.453 -1.697 -1.435
H 1.356 4.194 0.262
H 4.639 -2.851 -2.613
H 1.758 2.834 -0.893
H -1.389 2.519 -4.398
H -0.881 4.185 -0.168
H -1.303 -1.627 3.222
H -5.881 -0.635 -0.859
H 1.053 -3.638 1.708
H -6.006 -0.766 0.977
H 2.373 2.636 1.838
H -0.727 0.654 1.502
H -1.095 2.442 0.336
H 0.191 2.433 -2.440
```

---

Formula: C17H29AuN3OSeTa
Source: OMol25
Level of theory: wB97M-V/def2-TZVPD

The energy relative to the best compared isomer or geometry (same formula, charge and spin) is 2.5289 eV. The value obtained for the HOMO-LUMO gap (spin up / spin down) is 3.55 / 3.56 eV. The value obtained for the lowest unoccupied orbital energy (spin up / spin down) is -0.3919 / -0.3916 Eh. For the HOMO energy (spin up / spin down), the calculation gives -0.5224 / -0.5224 Ha. The spin multiplicity is 1. The charge is +2.

```
53
C17H29AuN3OSeTa, DFT wB97M-V/def2-TZVPD
Au 4.869 0.095 -2.088
Ta 0.458 0.380 -0.481
Se 0.437 0.900 1.908
O 4.221 -1.277 -0.417
N 0.186 2.138 -1.309
N 2.228 -0.130 -0.862
N -0.561 -1.227 -0.961
C -1.753 -2.211 4.752
C -0.340 4.013 0.154
C -1.281 -3.576 -1.446
C -0.118 -2.642 -1.124
C -0.418 -2.421 4.392
C -1.809 -0.196 3.400
C 0.637 3.490 -0.898
C 0.232 -1.521 3.545
C 0.883 -2.713 -2.272
C 3.436 -0.464 -0.954
C -0.846 2.075 -2.364
C -0.472 -0.415 3.050
C -2.452 -1.098 4.255
C -2.008 -0.929 -0.986
C 0.661 4.457 -2.081
C 2.042 3.394 -0.312
C 0.557 -3.086 0.170
H 1.266 4.061 -2.902
H -1.350 4.086 -0.267
H -2.207 0.101 -0.644
H -2.018 -3.606 -0.637
H 2.394 4.418 -0.117
H -0.881 -4.592 -1.564
H -2.414 -1.030 -2.008
H -3.489 -0.930 4.536
H 0.413 -2.372 -3.203
H -0.347 4.693 -2.440
H 1.117 5.398 -1.746
H 1.202 -3.758 -2.398
H -1.809 2.497 -2.029
H 2.734 2.919 -1.021
H -0.011 5.009 0.482
H -1.010 1.039 -2.696
H 1.483 -2.525 0.362
H 0.125 -3.289 4.778
H 2.066 2.846 0.639
H 1.772 -2.103 -2.085
H -0.512 2.641 -3.245
H 1.280 -1.653 3.264
H -2.566 -1.600 -0.314
H -2.256 -2.909 5.425
H -1.765 -3.299 -2.389
H -0.122 -2.948 1.021
H -0.371 3.346 1.028
H 0.812 -4.153 0.090
H -2.325 0.679 3.007
```

---

Formula: C17H29ClNNdO2P2
Source: OMol25
Level of theory: wB97M-V/def2-TZVPD

The energy relative to the best compared isomer or geometry (same formula, charge and spin) is 0.2133 eV. The value obtained for the HOMO-LUMO gap (spin up / spin down) is 6.73 / 6.79 eV. The value obtained for the lowest unoccupied orbital energy (spin up / spin down) is 0.0026 / 0.0030 Eh. For the HOMO energy (spin up / spin down), the calculation gives -0.2447 / -0.2466 Ha. The spin multiplicity is 4. Its expectation value of S² is 3.7540. The charge is 0.

```
53
C17H29ClNNdO2P2, DFT wB97M-V/def2-TZVPD
Nd 0.456 -0.612 0.927
Cl 1.979 -1.545 2.748
P -0.028 2.059 1.298
P 0.992 -2.394 -1.093
O -2.795 1.434 -1.353
O -1.174 3.528 -1.796
N 2.021 0.589 -0.593
C -2.065 -1.254 2.389
C 0.888 2.163 2.893
C 4.231 1.731 -1.804
C 2.756 -1.726 -1.113
C 1.022 2.807 -0.042
C 2.941 -0.202 -1.197
C -1.908 -1.166 1.008
C 2.131 1.943 -0.643
C -4.078 -2.144 0.647
C 0.975 -4.002 -0.211
C 0.451 -2.631 -2.799
C -1.647 2.841 1.510
C 3.246 2.534 -1.233
C -4.291 -2.196 2.032
C 4.076 0.346 -1.792
C -2.869 -1.634 0.129
C -3.284 -1.758 2.897
H -1.264 -0.964 3.096
H 0.296 3.153 -0.837
H -2.209 2.741 0.570
H -2.178 2.271 2.288
H -0.823 0.155 -1.282
H 3.252 -2.229 -1.955
H 5.115 2.182 -2.257
H 4.820 -0.311 -2.246
H -3.412 0.926 -0.794
H -4.860 -2.492 -0.023
H 0.967 3.186 3.284
H -5.245 -2.574 2.436
H 0.546 -1.673 -3.331
H 1.401 -3.885 0.797
H 0.981 -3.414 -3.355
H 3.270 -2.109 -0.211
H -0.084 -4.287 -0.102
H -2.684 -1.632 -0.949
H -1.948 0.827 -1.420
H 0.331 1.562 3.631
H -1.879 2.844 -1.666
H 1.898 1.734 2.807
H 1.454 3.729 0.384
H -3.448 -1.810 3.973
H -0.618 -2.895 -2.758
H 1.503 -4.799 -0.744
H -0.981 3.541 -2.760
H -1.591 3.894 1.811
H 3.362 3.619 -1.197
```

---

Q: charge of number 7 (C17H29AuN3OSeTa)?
A: +2